#one
C2H4NPS | ωB97M-V/def2-TZVPD

The calculation puts the LUMO energy at -0.509 eV. The HOMO energy is -7.47 eV. The calculation puts the HOMO-LUMO gap at 0.256 Ha.

```
! wB97M-V def2-TZVPD RIJCOSX def2/J DEFGRID3
* xyz 0 1
C -1.0671 0.4467 1.6093
C 1.1680 -1.2576 -0.5595
N -1.9298 -0.2024 0.9496
P -2.9145 -0.9446 0.0884
S 1.0463 0.2668 0.0038
H -1.2078 1.4970 1.6516
H -0.2968 -0.2050 2.1055
H 1.1850 -2.0195 0.2764
H 0.6762 -1.5988 -1.5060
*
```



#two
C2H4NPS | ωB97M-V/def2-TZVPD

The calculation puts the LUMO energy (spin up / spin down) at -2.900 / -2.898 eV. The HOMO energy (spin up / spin down) is -7.87 / -7.87 eV. The calculation puts the HOMO-LUMO gap (spin up / spin down) at 0.183 / 0.183 Ha.

```
! wB97M-V def2-TZVPD RIJCOSX def2/J DEFGRID3
* xyz 0 1
C -0.4861 0.5558 -0.3654
C -1.4484 -0.2218 0.2990
N 1.2964 0.1766 0.4165
P 2.2342 -0.0821 -0.8174
S 4.0222 -0.6269 -0.0329
H -0.4404 1.4667 -0.9020
H -0.9711 -0.5508 1.2708
H -1.7778 -1.0553 -0.2054
H -2.4291 0.3380 0.3367
*
```



Most stable to least stable: #one, #two



#one
Br2HOPS | ωB97M-V/def2-TZVPD

The calculation puts the LUMO energy at -1.836 eV. The HOMO energy is -10.04 eV. The calculation puts the HOMO-LUMO gap at 0.302 Ha.

```
! wB97M-V def2-TZVPD RIJCOSX def2/J DEFGRID3
* xyz 0 1
O -1.0874 0.7350 -0.1200
P 0.3894 0.1136 -0.0569
S 1.9293 1.0546 0.7313
Br 0.7425 -0.6260 -2.2310
Br -0.3532 -2.0812 1.0032
H -1.6207 0.8040 0.6734
*
```



#two
Br2HOPS | ωB97M-V/def2-TZVPD

The calculation puts the LUMO energy (spin up / spin down) at -3.319 / -3.391 eV. The HOMO energy (spin up / spin down) is -10.12 / -9.88 eV. The calculation puts the HOMO-LUMO gap (spin up / spin down) at 0.250 / 0.238 Ha.

```
! wB97M-V def2-TZVPD RIJCOSX def2/J DEFGRID3
* xyz 0 1
O 0.2074 0.0100 1.2745
P -0.4285 0.2341 -0.1665
S -1.1722 1.9875 -0.4634
Br -1.7609 -1.5207 -0.0519
Br 2.1889 -0.1440 -1.6833
H 0.9654 -0.5669 1.0906
*
```



Most stable to least stable: #one, #two



#one
C6H10O2 | ωB97M-V/def2-TZVPD

The calculation puts the LUMO energy at 0.719 eV. The HOMO energy is -9.47 eV. The calculation puts the HOMO-LUMO gap at 0.375 Ha.

```
! wB97M-V def2-TZVPD RIJCOSX def2/J DEFGRID3
* xyz 0 1
C 0.1435 -0.7758 -0.1503
C 1.7150 -0.5754 -0.5337
C 1.6711 0.9538 -0.0260
C 0.1639 0.7449 -0.3548
C -1.0003 1.2478 0.2218
C -1.3201 -1.0262 -0.6073
H 0.7337 -1.7285 1.4388
H 2.3086 -0.8279 -1.4973
H 2.3690 -1.0014 0.4690
H 1.8291 1.2347 0.9621
H 2.3100 1.7325 -0.6004
H 0.0937 1.0278 -1.4804
H -0.7446 1.3510 1.1810
H -1.2591 2.3495 -0.0100
H -1.7470 -1.9127 -0.1063
H -1.5313 -1.2100 -1.7282
O 0.4115 -0.7913 1.1392
O -1.9866 0.2376 0.1200
*
```



#two
C6H10O2 | ωB97M-V/def2-TZVPD

The calculation puts the LUMO energy at -1.021 eV. The HOMO energy is -7.71 eV. The calculation puts the HOMO-LUMO gap at 0.246 Ha.

```
! wB97M-V def2-TZVPD RIJCOSX def2/J DEFGRID3
* xyz 0 1
C 1.5287 0.4788 -1.3375
C 0.4313 -0.3288 -0.4388
C 0.2505 -1.7480 -0.6807
C -0.1926 0.4572 0.4516
C -1.0864 -0.3302 1.4143
C -0.0943 1.9224 0.6207
H 2.5244 -0.0367 -0.3039
H 1.2557 2.0149 -1.0826
H 1.6079 -0.0388 -2.6235
H -0.8057 -1.9787 -0.3642
H 0.3359 -2.0331 -1.6807
H 1.1820 -2.2936 -0.1594
H -1.1833 0.4578 2.3989
H -0.5745 -1.4092 1.6518
H -2.7140 0.6159 0.5034
H -0.9239 2.5449 1.2139
O -2.3919 -0.6059 0.6512
O 0.8504 2.3112 -0.2344
*
```



#three
C6H10O2 | ωB97M-V/def2-TZVPD

The calculation puts the LUMO energy at 0.810 eV. The HOMO energy is -9.14 eV. The calculation puts the HOMO-LUMO gap at 0.366 Ha.

```
! wB97M-V def2-TZVPD RIJCOSX def2/J DEFGRID3
* xyz 0 1
C -1.2369 0.0876 -1.4644
C -0.2075 -0.7487 -0.7196
C -0.7338 -1.4085 0.5512
C 1.2376 0.0041 -0.5512
O 1.5893 0.8372 -1.3545
H -0.7847 0.5589 -2.3363
H -1.6758 0.8510 -0.8220
H -2.0598 -0.5390 -1.8130
H 0.1105 -1.5565 -1.3915
H -1.0571 -0.6750 1.2800
H -1.6238 -2.0183 0.3184
H 0.0100 -2.0718 0.9967
H 1.9314 -0.7405 -0.1169
C 1.3879 1.2148 1.5330
C 0.1879 1.7012 1.2634
O -0.8477 2.1612 1.0228
H 2.2667 1.7382 1.1916
H 1.5057 0.6043 2.4125
*
```



Most stable to least stable: #three, #one, #two



#one
C5H12NO | ωB97M-V/def2-TZVPD

The calculation puts the LUMO energy at -4.714 eV. The HOMO energy is -14.40 eV. The calculation puts the HOMO-LUMO gap at 0.356 Ha.

```
! wB97M-V def2-TZVPD RIJCOSX def2/J DEFGRID3
* xyz 1 1
C -0.5399 0.2881 -2.7325
N -0.1124 0.4647 -1.5545
C 0.8800 -0.3434 -0.8353
C 0.1493 -1.2882 0.1243
C -0.5375 -0.6620 1.3842
C 0.0080 0.6299 1.9990
O -0.0077 1.6887 1.0106
H -1.2051 1.0152 -3.1773
H -0.2513 -0.6088 -3.2619
H -0.3351 1.3281 -1.0544
H 1.4995 -0.8802 -1.5409
H 1.4203 0.3583 -0.2269
H -0.6004 -1.8856 -0.4076
H 0.8698 -2.0188 0.4986
H -0.4579 -1.4608 2.1051
H -1.5953 -0.4653 1.1858
H -0.7489 0.9505 2.7198
H 0.9913 0.4894 2.4543
H 0.5735 2.4003 1.3097
*
```



#two
C5H12NO | ωB97M-V/def2-TZVPD

The calculation puts the LUMO energy at -3.643 eV. The HOMO energy is -13.78 eV. The calculation puts the HOMO-LUMO gap at 0.372 Ha.

```
! wB97M-V def2-TZVPD RIJCOSX def2/J DEFGRID3
* xyz 1 1
C -0.9368 -0.7654 1.6955
C 0.0034 -0.0046 1.1858
N 1.2914 0.0727 1.9378
C -0.0823 0.9588 0.0485
C 0.4999 0.5488 -1.3314
C -0.5897 -0.1083 -2.1316
O -1.0676 -1.2489 -1.4361
H -1.9373 -0.7473 1.3042
H -0.8029 -1.5446 2.4377
H 2.1082 0.0176 1.3219
H 1.3937 0.9635 2.4287
H 1.3216 -0.7062 2.5972
H -1.1061 1.3134 -0.0982
H 0.4031 1.8703 0.4202
H 1.3111 -0.1617 -1.1638
H 0.8486 1.4370 -1.8471
H -1.4350 0.5563 -2.3182
H -0.2604 -0.3744 -3.1371
H -0.9629 -2.0772 -1.9139
*
```



Most stable to least stable: #one, #two



#one
C5H12NO | ωB97M-V/def2-TZVPD

The calculation puts the LUMO energy at -3.683 eV. The HOMO energy is -14.34 eV. The calculation puts the HOMO-LUMO gap at 0.392 Ha.

```
! wB97M-V def2-TZVPD RIJCOSX def2/J DEFGRID3
* xyz 1 1
N -0.6448 1.2725 1.4261
C 0.2416 0.1794 2.1754
C 0.7735 -0.6881 1.3257
C 1.3509 -0.4671 -0.0528
C 0.4817 -0.8844 -1.2489
C -0.5525 0.1210 -1.7356
O -1.7888 0.0803 -1.0266
H -0.1722 1.3025 0.5208
H -1.5432 0.8571 1.6339
H -0.5183 2.2739 1.6162
H -0.1733 0.1468 3.1634
H 0.8609 -1.7468 1.5822
H 1.9235 0.4505 -0.2172
H 2.1045 -1.2651 -0.0656
H 1.0699 -1.2295 -2.1038
H 0.0658 -1.8675 -0.9822
H -0.1985 1.1402 -1.6524
H -0.7395 -0.0263 -2.8042
H -2.5411 0.3505 -1.5543
*
```



#two
C5H12NO | ωB97M-V/def2-TZVPD

The calculation puts the LUMO energy at -3.386 eV. The HOMO energy is -14.78 eV. The calculation puts the HOMO-LUMO gap at 0.419 Ha.

```
! wB97M-V def2-TZVPD RIJCOSX def2/J DEFGRID3
* xyz 1 1
O 1.0469 1.8691 1.5583
C -0.0212 0.9543 1.5232
C -0.2516 0.4616 0.0998
C 0.9739 -0.1200 -0.5972
C 0.3780 -1.0162 -1.7207
C -1.0569 -1.3516 -1.2764
N -1.1439 -0.7627 0.1177
H 1.8620 1.3900 1.7524
H 0.1783 0.0999 2.1818
H -0.8930 1.4857 1.8825
H -0.7352 1.1658 -0.5647
H 1.4832 -0.7835 0.0916
H 1.6324 0.6348 -1.0066
H 0.3407 -0.4733 -2.6648
H 0.9973 -1.8903 -1.9063
H -1.7438 -0.7494 -1.8765
H -1.3595 -2.3897 -1.2329
H -0.7516 -1.4386 0.7814
H -2.1035 -0.5622 0.4039
*
```



Most stable to least stable: #two, #one



#one
C2H12N2O2 | ωB97M-V/def2-TZVPD

The calculation puts the LUMO energy at 0.601 eV. The HOMO energy is -9.04 eV. The calculation puts the HOMO-LUMO gap at 0.354 Ha.

```
! wB97M-V def2-TZVPD RIJCOSX def2/J DEFGRID3
* xyz 0 1
N 0.5260 -0.0316 1.7932
C -0.2560 -0.9447 0.9720
C -0.8771 -0.2154 -0.2573
N 0.1859 0.3256 -1.1203
H 0.0432 0.0492 2.6839
H 0.4899 0.9240 1.4551
H -1.1546 -1.3897 1.4409
H 0.3231 -1.8052 0.6189
H -1.6100 -0.9244 -0.6725
H -1.3736 0.6790 0.1388
H -0.1980 1.1958 -1.4692
H 0.3110 -0.2668 -1.9294
O 1.6948 3.7261 1.3991
H 2.4218 4.1301 0.9160
H 1.1247 3.3011 0.7597
O -0.8987 -3.0608 -2.1069
H -0.7053 -2.7168 -2.9661
H -0.0470 -2.9754 -1.6559
*
```



#two
C2H12N2O2 | ωB97M-V/def2-TZVPD

The calculation puts the LUMO energy at 0.434 eV. The HOMO energy is -8.81 eV. The calculation puts the HOMO-LUMO gap at 0.340 Ha.

```
! wB97M-V def2-TZVPD RIJCOSX def2/J DEFGRID3
* xyz 0 1
N -0.0102 -2.0209 -0.9399
C 1.1899 -1.4561 -0.3441
C 1.5382 -0.0828 -0.8800
N 0.5448 0.8958 -0.5226
H 0.2277 -2.6492 -1.6907
H -0.6598 -2.4282 -0.2956
H 2.0438 -2.1255 -0.4567
H 1.0567 -1.3064 0.7279
H 2.5435 0.1631 -0.5076
H 1.6755 -0.0924 -1.9687
H -0.2030 0.6569 0.1162
H 0.8982 1.8088 -0.3038
O -3.5394 2.1461 -1.3866
H -2.6057 1.9244 -1.4789
H -3.8208 1.6299 -0.6183
O -0.5668 1.2698 3.5212
H -0.6729 0.3439 3.2434
H 0.3601 1.3228 3.7849
*
```



Most stable to least stable: #two, #one



#one
C2H12N2O2 | ωB97M-V/def2-TZVPD

The calculation puts the LUMO energy at 0.829 eV. The HOMO energy is -9.39 eV. The calculation puts the HOMO-LUMO gap at 0.376 Ha.

```
! wB97M-V def2-TZVPD RIJCOSX def2/J DEFGRID3
* xyz 0 1
N 1.6316 0.0798 1.6493
C 0.4216 0.9885 1.5292
C 0.5183 1.5190 0.0956
N -0.7987 1.9782 -0.4816
H 1.3619 -0.8791 1.3959
H 1.9086 0.1537 2.6044
H 0.4052 1.6643 2.3910
H -0.4815 0.4874 1.7680
H 1.0784 2.4509 0.0138
H 0.9422 0.7084 -0.5190
H -1.0340 2.8340 -0.0991
H -0.6784 2.1774 -1.4714
O 0.3420 -2.7552 -0.6478
H -0.6752 -2.9487 -0.8461
H 0.6938 -3.4012 -1.1878
O -1.8645 -1.1576 -1.7290
H -1.9267 -0.2570 -1.2250
H -0.8843 -1.1376 -1.7318
*
```



#two
C2H12N2O2 | ωB97M-V/def2-TZVPD

The calculation puts the LUMO energy at 0.604 eV. The HOMO energy is -9.26 eV. The calculation puts the HOMO-LUMO gap at 0.363 Ha.

```
! wB97M-V def2-TZVPD RIJCOSX def2/J DEFGRID3
* xyz 0 1
C -0.9375 1.0892 -1.1884
N -1.2497 -0.1066 -0.4078
C -0.1626 -1.1106 -0.6698
N 1.1042 -0.8803 0.0556
H 0.0766 0.8995 -1.5198
H -1.1202 1.9642 -0.6482
H -1.4464 1.0735 -2.0650
H -2.0643 -0.6187 -0.5140
H -0.4736 -2.1352 -0.3899
H -0.1066 -1.0222 -1.7921
H 0.9096 -0.5827 0.9816
H 1.7834 -0.2231 -0.2181
O 2.9777 -2.9053 0.1926
H 2.3256 -2.2835 -0.2158
H 3.6854 -2.2934 0.5240
O -1.7944 3.1644 2.9974
H -2.1766 2.3392 2.6265
H -1.3304 3.6314 2.2509
*
```



Most stable to least stable: #one, #two